This record from the Open Molecules 2025 dataset describes a molecular structure, C9H36AsF6N18O9. The level of theory is ωB97M-V with the def2-TZVPD basis set.

The HOMO-LUMO gap is 8.9 eV. Its total energy is -132326.830 eV. Its HOMO energy is -0.2658 Eh.

The geometry in ORCA input format:
```
! RIJCOSX wB97M-V def2-TZVPD def2/J DEFGRID3
* xyz -1 1
As -21.642 -0.127 -18.214
F -22.885 -0.927 -17.334
F -21.522 1.085 -16.959
F -20.451 0.738 -19.149
F -21.741 -1.343 -19.449
F -22.911 0.877 -18.870
F -20.374 -1.043 -17.469
C -19.079 2.893 -22.612
O -18.018 3.332 -22.193
N -19.422 3.020 -23.925
N -19.995 2.226 -21.845
H -18.707 3.497 -24.442
H -20.155 2.445 -24.297
H -19.680 1.915 -20.942
H -20.732 1.689 -22.268
C -16.995 1.065 -17.513
O -15.923 1.609 -17.294
N -17.837 1.567 -18.474
N -17.414 -0.108 -16.951
H -17.470 2.324 -19.019
H -18.687 1.060 -18.667
H -16.724 -0.546 -16.367
H -18.373 -0.397 -16.875
C -23.154 0.927 -13.564
O -23.437 1.474 -12.498
N -24.096 0.201 -14.228
N -21.993 1.144 -14.227
H -23.892 -0.308 -15.071
H -25.022 0.116 -13.860
H -21.338 1.750 -13.768
H -21.940 1.030 -15.231
C -23.132 -4.089 -15.016
O -24.080 -3.366 -14.766
N -23.102 -5.400 -14.633
N -22.023 -3.671 -15.702
H -22.362 -6.008 -14.926
H -23.916 -5.786 -14.196
H -21.181 -4.204 -15.586
H -21.974 -2.782 -16.162
C -24.959 3.719 -17.440
O -25.240 3.979 -18.603
N -25.269 4.494 -16.364
N -24.225 2.596 -17.143
H -24.887 4.293 -15.461
H -25.750 5.340 -16.602
H -23.790 2.547 -16.240
H -23.923 2.046 -17.935
C -22.847 0.378 -22.695
O -22.967 0.606 -23.897
N -22.884 1.340 -21.726
N -22.519 -0.829 -22.179
H -22.873 0.963 -20.792
H -23.236 2.239 -22.001
H -22.493 -0.895 -21.172
H -22.356 -1.630 -22.756
C -21.065 5.134 -18.058
O -21.436 5.327 -16.907
N -20.682 6.169 -18.865
N -20.796 3.885 -18.532
H -20.667 6.078 -19.862
H -20.754 7.049 -18.388
H -21.144 3.114 -17.991
H -20.393 3.755 -19.442
C -24.970 -2.602 -19.821
O -25.512 -1.518 -19.807
N -25.126 -3.477 -20.879
N -24.218 -3.110 -18.803
H -24.830 -4.433 -20.877
H -25.677 -3.114 -21.635
H -24.060 -2.582 -17.965
H -23.739 -3.976 -18.957
C -18.728 -3.306 -20.994
O -17.812 -3.758 -21.659
N -19.481 -2.241 -21.386
N -19.182 -3.894 -19.851
H -20.303 -2.006 -20.858
H -19.430 -1.859 -22.311
H -18.554 -4.577 -19.468
H -20.076 -3.729 -19.432
*
```

This record from the Open Molecules 2025 dataset describes a single C3H6O2 molecule. The level of theory is ωB97M-V with the def2-TZVPD basis set.

The HOMO-LUMO gap is 10.7 eV. The structure (SMILES) is OC[C@@H]1CO1. Its total energy is -7298.922 eV. Its HOMO energy is -0.3589 Eh.

The geometry in ORCA input format:
```
! RIJCOSX wB97M-V def2-TZVPD def2/J DEFGRID3
* xyz 0 1
O 1.469 -0.925 0.204
C 1.135 0.441 -0.026
C -0.273 0.531 -0.143
C -1.394 -0.245 0.487
O -0.582 -0.899 -0.743
H 0.885 -1.730 -0.200
H 1.681 1.054 -0.856
H 1.501 1.121 0.794
H -0.648 1.253 -1.044
H -2.385 0.246 0.161
H -1.389 -0.846 1.366
*
```

total energy of number 1 (C9H36AsF6N18O9)? -132326.830 eV

Among the records above, which one has the highest total energy? C3H6O2

What is the total energy in the first record? -132326.830 eV